C35H77N2O15 | ωB97M-V/def2-TZVPD

* relative energy (zero: lowest compared OMol25 entry of this formula, charge and spin): 0.0 kcal per mole
* lowest unoccupied orbital energy: -3.3 eV
* E_HOMO: -10.3 eV
* HOMO-LUMO gap: 7.0 eV

ORCA input file:
```
! wB97M-V def2-TZVPD RIJCOSX def2/J DEFGRID3
* xyz 1 1
N -0.238 2.620 5.438
C 1.124 2.587 4.861
C 2.219 2.872 5.658
C 3.465 2.785 5.063
C 3.529 2.427 3.720
N 2.468 2.181 2.957
C 1.276 2.263 3.527
H -0.215 2.795 6.445
H -0.848 3.312 4.995
H -0.689 1.711 5.301
H 2.106 3.141 6.704
H 4.368 2.981 5.624
H 4.503 2.325 3.254
H 0.407 2.057 2.904
C 6.056 -5.988 5.599
O 5.367 -4.757 5.632
C 6.076 -3.771 6.356
C 5.479 -2.405 6.104
O 5.906 -1.805 4.889
C 5.327 -2.311 3.697
C 3.925 -1.810 3.446
O 2.974 -2.537 4.204
C 1.740 -1.873 4.276
H 6.231 -6.373 6.609
H 5.437 -6.696 5.053
H 7.018 -5.887 5.084
H 7.132 -3.764 6.056
H 6.017 -3.996 7.430
H 5.835 -1.736 6.890
H 4.388 -2.452 6.162
H 5.358 -3.401 3.668
H 5.959 -1.931 2.891
H 3.682 -1.922 2.380
H 3.872 -0.743 3.708
H 1.846 -0.905 4.794
H 1.059 -2.503 4.845
H 1.314 -1.699 3.280
C 0.373 -3.291 -2.663
O -0.225 -2.094 -2.212
C -1.208 -2.335 -1.225
C -1.600 -1.042 -0.548
O -0.691 -0.628 0.467
C 0.531 -0.062 0.017
C 0.405 1.367 -0.458
O -0.087 1.424 -1.778
C -0.553 2.708 -2.125
H -0.374 -3.971 -3.085
H 1.093 -3.032 -3.437
H 0.899 -3.800 -1.848
H -0.827 -3.039 -0.474
H -2.098 -2.775 -1.698
H -2.547 -1.208 -0.032
H -1.749 -0.253 -1.288
H 1.002 -0.682 -0.748
H 1.181 -0.057 0.897
H 1.398 1.840 -0.423
H -0.270 1.912 0.220
H -1.401 3.002 -1.496
H -0.884 2.665 -3.160
H 0.244 3.456 -2.037
C 0.052 4.690 -10.816
O 0.668 4.357 -9.593
C 1.033 5.506 -8.854
C 1.392 5.132 -7.434
O 0.268 4.960 -6.583
C -0.462 3.753 -6.740
C 0.203 2.553 -6.108
O 1.214 2.033 -6.949
C 2.086 1.170 -6.258
H 0.715 5.297 -11.444
H -0.171 3.760 -11.335
H -0.883 5.238 -10.652
H 0.205 6.227 -8.839
H 1.904 5.980 -9.330
H 1.949 5.965 -7.001
H 2.036 4.249 -7.423
H -0.690 3.558 -7.790
H -1.404 3.923 -6.214
H -0.548 1.767 -5.938
H 0.632 2.843 -5.139
H 2.620 1.703 -5.462
H 2.810 0.791 -6.976
H 1.545 0.324 -5.817
C -3.159 8.524 7.772
O -3.589 7.209 7.482
C -2.907 6.654 6.384
C -3.172 5.167 6.307
O -2.369 4.386 7.196
C -2.747 4.433 8.576
C -3.974 3.613 8.901
O -5.141 4.320 8.543
C -6.281 3.487 8.498
H -3.311 9.189 6.914
H -3.753 8.885 8.608
H -2.101 8.539 8.054
H -1.826 6.830 6.476
H -3.260 7.125 5.455
H -2.900 4.834 5.300
H -4.231 4.954 6.456
H -2.872 5.465 8.905
H -1.904 4.004 9.120
H -3.987 3.409 9.980
H -3.931 2.655 8.365
H -6.172 2.710 7.733
H -7.133 4.114 8.247
H -6.464 3.011 9.468
C -2.742 -4.276 -5.004
O -2.596 -5.631 -5.348
C -3.825 -6.333 -5.278
C -3.710 -7.682 -5.950
O -3.842 -7.632 -7.360
C -2.719 -7.159 -8.088
C -1.608 -8.175 -8.224
O -0.821 -8.217 -7.047
C -0.021 -9.375 -6.988
H -3.134 -4.167 -3.984
H -1.757 -3.815 -5.057
H -3.408 -3.757 -5.703
H -4.619 -5.753 -5.765
H -4.093 -6.480 -4.221
H -4.548 -8.293 -5.609
H -2.784 -8.180 -5.654
H -2.336 -6.226 -7.667
H -3.099 -6.949 -9.089
H -0.967 -7.894 -9.072
H -2.043 -9.162 -8.424
H -0.637 -10.281 -6.955
H 0.571 -9.319 -6.077
H 0.656 -9.436 -7.848
*
```

C20H16Br2O6 | ωB97M-V/def2-TZVPD

* relative energy (zero: lowest compared OMol25 entry of this formula, charge and spin): 0.0 kcal per mole
* lowest unoccupied orbital energy: -1.6 eV
* E_HOMO: -10.0 eV
* structure (SMILES): O=C1C=CC(=O)C=C1.O=C1C=CC(=O)C=C1.O=C1C=CC(=O)C=C1.BrCCBr
* HOMO-LUMO gap: 8.4 eV

ORCA input file:
```
! wB97M-V def2-TZVPD RIJCOSX def2/J DEFGRID3
* xyz 0 1
O -5.008 3.908 4.175
C -4.366 2.907 3.960
C -3.007 3.011 3.348
C -2.341 1.952 2.899
C -2.924 0.597 3.084
O -2.377 -0.394 2.651
C -4.158 0.485 3.902
C -4.846 1.545 4.307
H -2.542 3.988 3.408
H -1.396 2.002 2.377
H -4.450 -0.525 4.166
H -5.766 1.470 4.873
O 1.716 0.084 2.495
C 1.492 -0.956 1.913
C 0.321 -1.083 1.007
C 0.140 -2.116 0.192
C 1.135 -3.208 0.112
O 1.142 -4.021 -0.782
C 2.201 -3.189 1.156
C 2.352 -2.158 1.992
H -0.301 -0.204 0.888
H -0.746 -2.111 -0.430
H 2.674 -4.130 1.415
H 3.086 -2.247 2.786
O 1.286 -0.609 -2.260
C 2.330 -0.456 -2.852
C 2.333 -0.221 -4.325
C 3.463 -0.156 -5.014
C 4.778 -0.402 -4.361
O 5.786 -0.567 -5.007
C 4.772 -0.508 -2.873
C 3.645 -0.528 -2.174
H 1.342 -0.124 -4.752
H 3.486 -0.037 -6.091
H 5.738 -0.408 -2.389
H 3.655 -0.561 -1.091
Br -2.168 -0.829 -2.754
C -2.426 0.654 -1.514
C -1.290 1.609 -1.674
Br -1.366 3.082 -0.392
H -2.430 0.154 -0.547
H -3.412 1.083 -1.660
H -1.235 2.063 -2.660
H -0.318 1.154 -1.503
*
```

C8H18Cl4O3 | ωB97M-V/def2-TZVPD

* relative energy (zero: lowest compared OMol25 entry of this formula, charge and spin): 13.3 kcal per mole
* lowest unoccupied orbital energy: 0.4 eV
* E_HOMO: -9.6 eV
* structure (SMILES): C1CCOC1.ClCCl.ClCCl.OCCO
* HOMO-LUMO gap: 10.0 eV

ORCA input file:
```
! wB97M-V def2-TZVPD RIJCOSX def2/J DEFGRID3
* xyz 0 1
C 12.457 5.602 -26.521
C 13.226 4.380 -26.075
C 13.701 3.746 -27.382
O 13.925 4.900 -28.199
C 13.350 6.069 -27.626
H 12.402 6.312 -25.696
H 11.498 5.210 -26.860
H 12.661 3.674 -25.466
H 14.064 4.745 -25.481
H 12.858 3.177 -27.774
H 14.597 3.126 -27.353
H 12.740 6.564 -28.382
H 14.148 6.662 -27.181
Cl 10.844 4.288 -23.329
C 9.553 5.385 -23.853
Cl 8.021 4.740 -23.232
H 9.725 6.326 -23.330
H 9.617 5.464 -24.938
Cl 11.873 8.165 -23.447
C 12.232 9.757 -22.734
Cl 11.003 10.245 -21.588
H 13.153 9.722 -22.151
H 12.179 10.499 -23.531
O 14.603 13.474 -18.562
C 13.535 12.535 -18.868
C 12.396 13.371 -19.482
O 11.406 13.638 -18.524
H 15.336 13.023 -18.138
H 13.862 11.777 -19.580
H 13.068 12.024 -18.026
H 11.892 12.756 -20.228
H 12.739 14.285 -19.966
H 11.670 14.377 -17.971
*
```

C4H10FP | ωB97M-V/def2-TZVPD

* relative energy (zero: lowest compared OMol25 entry of this formula, charge and spin): 44.2 kcal per mole
* lowest unoccupied orbital energy: 0.6 eV
* E_HOMO: -8.4 eV
* HOMO-LUMO gap: 9.0 eV

ORCA input file:
```
! wB97M-V def2-TZVPD RIJCOSX def2/J DEFGRID3
* xyz 0 1
C 1.349 0.855 0.224
C 0.949 -1.644 -0.370
C -2.007 1.217 -0.460
C 0.806 -0.434 0.594
F 1.368 -0.745 1.863
P -1.568 0.031 1.065
H 1.228 0.749 -0.881
H 0.712 1.568 0.669
H 2.427 1.066 0.431
H 0.486 -2.534 0.211
H 2.039 -1.768 -0.580
H 0.363 -1.486 -1.225
H -1.496 2.187 -0.312
H -3.030 1.428 -0.411
H -1.543 0.583 -1.302
H -2.084 -1.072 0.485
*
```

C4H7FN | ωB97M-V/def2-TZVPD

* lowest unoccupied orbital energy: 4.4 eV
* E_HOMO: -1.4 eV
* HOMO-LUMO gap: 5.8 eV

ORCA input file:
```
! wB97M-V def2-TZVPD RIJCOSX def2/J DEFGRID3
* xyz -1 1
C 2.273 0.025 0.442
C 1.483 0.124 -0.725
N 0.210 -0.172 -0.864
C -0.641 0.132 0.255
C -2.081 -0.167 -0.112
F -2.245 -1.516 -0.469
H 2.249 -0.898 1.009
H 2.920 0.844 0.737
H 1.980 0.414 -1.673
H -0.429 -0.436 1.171
H -0.602 1.206 0.505
H -2.355 0.414 -0.998
H -2.760 0.031 0.722
*
```

C47H28GaN4OS4 | ωB97M-V/def2-TZVPD

* lowest unoccupied orbital energy: 1.2 eV
* E_HOMO: -3.7 eV
* HOMO-LUMO gap: 4.9 eV

ORCA input file:
```
! wB97M-V def2-TZVPD RIJCOSX def2/J DEFGRID3
* xyz -1 1
Ga -0.201 0.156 -0.461
C 6.174 4.099 1.256
C 5.658 3.417 2.346
C 4.515 2.648 2.209
C 3.869 2.570 0.981
C 4.400 3.244 -0.113
C 5.546 4.003 0.024
C 2.619 1.797 0.802
C 1.447 2.530 0.642
C 1.364 3.950 0.812
C 0.060 4.287 0.672
C -0.657 3.072 0.430
N 0.208 2.021 0.401
C -2.047 2.977 0.425
C -2.734 1.767 0.442
C -4.167 1.668 0.444
C -4.460 0.350 0.388
C -3.208 -0.352 0.325
C -3.116 -1.715 0.047
C -4.368 -2.496 0.033
C -5.133 -2.603 1.193
C -6.307 -3.334 1.200
C -6.734 -3.973 0.048
C -5.980 -3.878 -1.110
C -4.805 -3.147 -1.118
C -1.923 -2.380 -0.221
N -0.670 -1.844 -0.175
C 0.204 -2.884 -0.287
C 1.576 -2.828 -0.053
C 2.346 -4.069 -0.260
C 2.390 -4.622 -1.538
C 3.071 -5.802 -1.773
C 3.717 -6.448 -0.732
C 3.689 -5.901 0.540
C 3.011 -4.718 0.775
C 2.239 -1.675 0.358
C 3.660 -1.601 0.565
C 3.946 -0.304 0.812
C 2.701 0.412 0.749
N 1.676 -0.452 0.515
C -0.518 -4.106 -0.469
C -1.835 -3.794 -0.422
N -2.178 0.524 0.394
C -2.842 4.225 0.505
C -3.556 4.499 1.669
C -4.329 5.641 1.771
C -4.406 6.520 0.704
C -3.700 6.256 -0.457
C -2.918 5.119 -0.558
H 7.061 4.708 1.369
H 6.144 3.489 3.310
H 4.101 2.121 3.058
H 3.899 3.171 -1.067
H 5.949 4.528 -0.830
H 2.196 4.592 1.035
H -0.385 5.260 0.752
H -4.852 2.494 0.441
H -5.427 -0.111 0.330
H -4.797 -2.106 2.092
H -6.892 -3.409 2.106
H -7.651 -4.544 0.056
H -6.314 -4.375 -2.011
H -4.225 -3.055 -2.024
H 1.879 -4.113 -2.341
H 3.092 -6.225 -2.768
H 4.232 -7.383 -0.906
H 4.186 -6.409 1.356
H 2.974 -4.309 1.775
H 4.341 -2.426 0.485
H 4.906 0.148 0.975
H -0.070 -5.075 -0.583
H -2.674 -4.460 -0.496
H -3.492 3.804 2.495
H -4.875 5.845 2.682
H -5.020 7.406 0.774
H -3.760 6.939 -1.293
H -2.379 4.914 -1.472
O 0.702 5.562 -3.789
C 0.525 4.412 -3.491
S -1.067 3.643 -3.434
C -0.529 2.049 -2.909
C 0.805 1.879 -2.787
S 1.534 0.422 -2.229
S 1.818 3.286 -3.086
S -1.656 0.820 -2.476
*
```

- What is the HOMO-LUMO gap in the fifth record?
  5.8 eV

- Number 5 is which compound?
  C4H7FN

- The lowest lowest unoccupied orbital energy belongs to which entry?
  C35H77N2O15